No. 1
74
Properties=species:S:1:pos:R:3:forces:R:3:mulliken_charge:R:1 method="wB97M-V/def2-TZVPD" mol_weight_da=711.637 gap_ev=8.1 fmax_ev_per_a=3.430 total_charge=-1 total_energy_ha=-5591.9704
P -3.5826 -1.9945 0.6720 -0.3 0.2 -0.2 1.01
H -2.1058 4.6484 -0.6567 -0.5 0.2 -0.2 0.50
F -4.6664 4.5161 -3.2665 0.2 -0.1 0.1 -0.38
C -3.8288 -4.0292 -0.8966 -0.2 -0.8 0.0 -0.06
C 0.8884 1.4629 -0.2476 -0.4 -0.2 0.0 -0.41
H -0.4305 -2.9080 0.0035 0.1 -0.2 -0.1 0.18
H -6.2511 -1.4632 2.6878 0.0 -0.2 0.1 0.38
C 3.3845 -4.0936 1.2543 0.1 -0.6 0.5 -0.22
F -2.9638 3.8416 -1.1842 -1.7 -2.0 -0.6 -0.26
C -0.9028 -1.9432 -0.0929 -0.1 -0.1 0.3 -0.48
H 1.8242 5.6481 -0.9572 0.3 0.2 0.1 0.24
H 4.2089 0.4574 1.7084 -0.2 0.2 -0.1 0.29
F -5.5363 2.8109 -1.2690 0.2 0.0 0.1 -0.33
N 3.2126 2.0048 -0.1716 -0.1 0.1 0.0 -0.36
C 1.4676 3.6414 -0.3169 0.2 1.0 -0.1 0.59
O -4.3465 -1.6393 2.0114 -0.1 -0.2 -0.1 -0.41
H 3.3770 -5.1525 -0.6158 -0.1 -0.1 -0.2 0.30
C 4.9241 4.0981 -1.2787 -0.1 0.5 1.1 0.61
H -1.5920 -2.5506 1.8796 0.0 -0.1 0.1 0.44
Cl -1.7182 1.0557 -0.3022 -0.4 -0.3 -0.1 0.05
H -3.4890 -5.0604 -0.8289 0.2 -0.1 0.1 0.50
O 2.4472 -3.0425 1.2052 -0.2 -0.1 0.1 -0.37
H 4.3913 -3.7370 1.0208 0.1 0.2 -0.3 0.22
C 2.2237 1.0698 -0.1894 0.2 -0.1 0.0 0.24
H -6.5914 0.8317 1.5021 -0.1 0.0 -0.2 0.36
C -5.6609 0.3938 1.8440 0.3 0.0 0.5 -0.89
H 4.4460 -0.1223 -0.7608 0.0 0.2 0.1 0.42
H 1.9779 -5.5067 0.4018 -0.2 -0.1 0.1 0.31
H -1.7095 -0.8360 1.5634 -0.3 0.2 0.2 0.52
N 3.9416 -0.6836 -0.0850 -0.2 0.1 -0.1 -0.23
H -4.8300 0.7899 1.2735 -0.1 0.0 -0.4 0.17
Br 6.7811 4.5529 -0.7958 0.2 0.1 0.0 -0.23
C 1.5624 -1.2798 -0.1314 0.1 0.9 0.1 -0.21
O -1.5036 5.4212 -0.6645 3.0 1.4 0.9 -0.71
C 2.0173 -2.7122 -0.1020 0.2 0.4 -0.3 -1.06
C 2.5596 -0.3094 -0.1363 -0.2 -0.5 -0.1 -0.23
C 4.5386 -0.4683 1.2336 0.3 -0.2 0.3 0.01
H -1.4592 -1.9841 -1.0261 -0.1 0.3 -0.1 0.43
C 3.0444 -5.3131 0.4062 0.3 0.4 -0.3 -1.26
H -5.8444 -3.3303 -1.0375 -0.2 0.0 0.0 0.19
H -3.0869 -3.4947 -1.4774 0.0 0.3 0.0 0.07
H -0.7636 4.2709 -2.8674 -0.4 0.4 -0.3 0.31
F -5.1486 5.4851 -0.7195 0.1 -0.1 0.0 -0.39
O -0.2220 5.0366 -2.6340 0.7 -0.8 0.1 -0.56
O -4.0135 -1.2337 -0.5036 0.1 0.1 -0.3 -0.61
C -0.1106 0.4658 -0.2325 -0.3 -0.5 0.1 0.98
H 3.6571 5.2713 0.0006 0.0 0.3 -0.2 0.49
H 6.4554 -1.1220 1.9466 0.2 -0.1 0.0 0.34
O -3.8889 -3.5616 0.4635 0.4 0.1 0.1 -0.48
H 2.8419 -2.7937 -0.8079 0.3 0.0 0.0 0.42
C -5.1951 -4.0180 -1.5656 0.3 0.3 -0.2 -1.07
B -0.2999 5.1807 -1.2526 -1.2 0.4 0.3 0.53
H -6.1734 -1.5214 0.9446 0.3 -0.1 -0.3 0.19
C -1.8584 -1.8143 1.1252 0.4 -0.1 -0.2 -1.03
C -5.6875 -1.1173 1.8255 -0.4 0.3 0.6 -0.22
H -5.6230 -5.0129 -1.6118 -0.2 -0.1 0.2 0.31
H 4.2084 -1.2675 1.8904 -0.2 -0.2 0.0 0.25
C 6.0681 -0.4632 1.1738 -0.1 -0.1 0.4 -1.40
C 2.8455 3.2559 -0.2105 -0.1 -0.4 -0.2 0.30
H 0.9049 5.4829 0.5817 0.2 0.2 0.1 0.14
C 3.9762 4.2455 -0.1257 0.2 -0.5 0.8 -1.30
C 1.0700 5.0852 -0.4173 -0.4 0.1 -0.4 -0.73
H 3.4221 -4.4189 2.2921 -0.1 0.2 0.2 0.43
O 4.6618 3.7520 -2.3530 -0.1 -0.5 -1.6 -0.40
Al -4.5979 4.1684 -1.6179 -0.7 0.2 -0.2 0.41
H 3.5693 -6.1917 0.7675 0.0 -0.1 0.2 0.41
H 4.5411 3.9925 0.7682 0.1 0.1 0.1 0.41
H -5.1102 -3.6569 -2.5871 0.0 0.1 -0.1 0.33
N 0.5118 2.7658 -0.3322 0.4 -0.5 0.0 -0.42
H 1.2457 -3.3903 -0.4523 -0.1 -0.1 0.1 0.75
C 0.1765 -0.8873 -0.1566 0.6 0.2 0.0 -0.31
H 6.4711 0.5192 1.3967 0.1 0.2 -0.2 0.35
H -5.5052 0.7123 2.8746 0.0 0.1 0.1 0.29
H 6.4525 -0.8100 0.2196 0.0 0.0 -0.2 0.38

***

No. 2
64
Properties=species:S:1:pos:R:3:forces:R:3:mulliken_charge:R:1 method="wB97M-V/def2-TZVPD" mol_weight_da=666.713 multiplicity=3 gap_ev="7.0 / 7.3" fmax_ev_per_a=0.299 total_charge=-1 total_energy_ha=-2375.9767
H -2.5060 0.6803 -1.5018 0.0 0.0 0.0 0.24
H -1.1795 4.4697 -0.2872 0.0 0.0 0.0 0.28
H 0.7145 -1.3492 -3.2324 -0.1 0.0 0.0 0.19
Au 0.1787 -0.5687 -0.4237 -0.1 0.2 -0.1 0.47
H 1.2178 1.4758 -5.6500 0.0 0.0 0.0 0.31
H 3.3351 -4.1009 -1.2633 0.0 0.0 0.0 0.31
H -3.5609 -4.6409 1.7602 0.0 0.0 0.0 0.50
H 3.3148 -2.6364 2.7551 0.0 0.0 0.0 0.41
Si 0.7397 1.3367 2.1933 0.1 0.0 0.0 -0.02
H -3.6687 1.9985 -1.2774 0.0 0.0 0.0 0.44
C -0.6750 -3.0824 0.8276 0.0 0.0 0.0 0.81
C 1.4332 -3.7628 -0.3321 -0.1 0.0 0.0 0.01
H -3.0501 -0.8168 -0.0634 0.0 0.0 0.0 0.50
C -2.9760 1.5775 1.7808 0.0 0.0 -0.1 -1.11
H -3.0057 0.4906 1.8646 0.0 0.0 0.0 0.32
S 2.5515 -0.0854 -2.5984 0.1 -0.1 0.0 0.25
H -0.2280 0.9695 -2.9971 0.0 0.0 0.0 -0.38
C -2.6059 1.7403 -1.2608 0.0 0.0 0.0 -1.08
C -0.1081 1.5216 0.5569 -0.1 0.0 0.0 -0.05
C -0.0638 0.0603 3.3049 0.0 0.0 0.0 -0.76
O 1.7557 0.4863 -1.4012 0.0 0.0 0.0 -0.48
H -1.1367 0.2305 3.4146 0.0 0.0 0.0 0.27
H -2.1136 2.3020 -2.0593 0.0 0.0 0.0 0.28
H 2.4230 3.2571 -4.4391 0.0 0.0 0.0 0.28
C 0.1607 0.6304 -3.9620 0.0 0.0 0.0 0.12
C -1.8111 4.0470 0.4982 0.0 0.0 0.0 -1.14
H -2.6712 1.9793 2.7502 0.0 0.0 0.0 0.33
C -2.5765 -1.7094 0.3221 0.0 0.0 0.0 -1.16
C -1.5351 -4.0390 1.3295 0.0 0.0 0.0 1.06
C 3.5132 -3.4107 0.7631 0.0 0.0 0.0 -0.25
H 0.8334 -4.0271 -1.1924 0.0 0.0 0.0 0.35
C 0.7248 1.8265 -4.7351 0.0 0.0 0.0 -0.38
H -0.6921 0.2173 -4.5092 0.0 0.0 0.0 0.45
H 4.5945 -3.4056 0.7846 0.0 0.0 0.0 0.37
C 2.7952 -2.9707 1.8621 0.0 0.1 0.1 -0.53
C 1.6634 2.6666 -3.9459 0.0 0.0 -0.1 -1.06
C 2.5428 0.8842 1.9350 0.0 0.0 0.0 -0.73
C 0.8005 -3.2898 0.8123 0.0 0.1 0.2 -1.11
F -1.0245 -5.1966 1.8149 0.0 0.0 0.0 -0.35
H 1.5961 2.7106 -2.8683 0.0 0.0 0.0 0.39
H 0.5298 2.0520 -0.1602 0.1 -0.1 0.1 0.29
H 1.2732 2.9278 4.0525 0.0 0.0 0.0 0.33
H 0.0902 -0.9452 2.9094 0.0 0.0 0.0 0.17
C 1.1679 -0.4813 -3.7219 0.1 -0.1 0.0 -0.79
O 3.0843 -1.4453 -2.3059 -0.1 0.2 -0.1 -0.52
H 1.1354 3.7852 2.5108 0.0 0.0 0.0 0.30
C 0.7027 2.9883 3.1212 0.0 0.0 0.0 -1.13
H -1.4211 4.3876 1.4598 0.0 0.0 0.0 0.27
H -0.3202 3.2789 3.3757 0.0 0.0 0.0 0.29
C -1.1901 -1.8828 0.3109 0.0 0.0 0.0 -0.08
C -2.9071 -3.8805 1.3593 0.0 0.0 0.0 -0.99
N 1.4657 -2.8898 1.9002 0.1 -0.3 -0.1 -0.24
H -2.8180 4.4582 0.3784 0.0 0.0 0.0 0.32
H -3.9916 1.9307 1.5777 0.0 0.0 0.0 0.39
H 2.6252 -0.0791 1.4272 0.0 0.0 0.0 0.01
H -0.1196 2.4418 -5.0856 0.0 0.0 0.0 0.35
F -4.7336 -2.5057 0.8452 0.0 0.0 0.0 -0.37
H 1.6292 -0.8147 -4.6565 0.0 0.0 0.0 0.50
Si -1.8299 2.1596 0.4053 0.0 0.0 0.0 0.28
H 0.3850 0.1018 4.3023 0.0 0.0 0.0 0.42
C 2.8127 -3.8070 -0.3637 0.1 0.0 0.0 -0.39
H 3.0826 0.8238 2.8844 0.0 0.0 0.0 0.35
C -3.3884 -2.6956 0.8431 0.0 0.0 0.0 0.60
H 3.0353 1.6250 1.3006 0.0 0.0 0.0 0.31